ORCA calculation (ωB97M-V/def2-TZVPD) on a 2-piece molecular cluster, C5H8N overall.

Values from the calculation:
Total charge: +1
Orbital gap (spin up / spin down) (eV): 8.425 / 6.523
LUMO energy (spin up / spin down) (eV): -5.27 / -6.16
HOMO level (spin up / spin down) (eV): -13.70 / -12.69

CARTESIAN COORDINATES (ANGSTROEM)
N (-0.4150, 1.0654, -0.4091)
C (1.4487, -0.9977, 0.7438)
C (1.4560, -2.2812, 0.7091)
C (-0.2402, 2.1658, -1.1054)
C (-0.5033, -0.2000, -0.5584)
C (-1.6816, 0.5281, 0.1664)
H (0.0432, -1.0510, -0.6529)
H (1.4161, -0.0712, 1.1180)
H (1.8152, -3.1422, 1.3276)
H (-1.6459, 0.2638, 1.2291)
H (-2.5357, 1.1795, -0.0599)
H (0.9894, -2.8856, -0.1978)
H (-0.8446, 3.0582, -0.6604)
H (0.6975, 2.3679, -1.6500)

Force components x, y, z for each atom (eV/Å):
N -0.78 2.35 -1.10
C -0.63 -3.23 -0.58
C -0.71 -2.64 -1.68
C 0.44 3.02 2.29
C -3.24 0.08 0.89
C 1.97 -0.60 1.16
H 1.03 -2.15 -1.38
H 0.55 2.91 1.54
H 0.33 1.43 0.19
H 0.21 0.68 -0.12
H -0.14 -1.30 -1.13
H 0.53 1.52 1.27
H 1.18 -1.61 -1.27
H -0.76 -0.47 -0.08


ORCA calculation (ωB97M-V/def2-TZVPD) on an isolated ion of composition C5H8N and charge +1.

Values from the calculation:
Total charge: +1
Orbital gap (eV): 12.040
SMILES: C1=CC1[NH+]1CC1
LUMO energy (eV): -3.26
HOMO level (eV): -15.30

CARTESIAN COORDINATES (ANGSTROEM)
N (-0.3342, 0.7470, -0.2102)
C (0.1505, 1.5342, 0.9368)
C (-0.5513, -1.8654, -1.1365)
C (0.1407, -1.8628, -0.0040)
C (-0.9828, -0.9187, -0.0830)
C (1.0649, 0.9636, 0.0154)
H (-0.0709, 0.8456, 1.8487)
H (1.6279, 1.5879, -0.6975)
H (-1.8865, -0.5343, 0.4674)
H (-0.6280, -2.2136, -2.1258)
H (-0.7271, 1.3590, -0.9980)
H (1.5475, 0.1183, 0.4186)
H (0.9411, -2.2815, 0.5798)
H (-0.2918, 2.5208, 0.9884)

Force components x, y, z for each atom (eV/Å):
N -1.56 -0.01 -2.85
C -3.21 -1.43 3.40
C 0.49 1.50 2.92
C -1.82 0.25 -0.86
C 1.17 1.39 -0.27
C 2.05 1.10 -1.58
H 0.68 1.82 -1.19
H -0.35 -0.53 0.39
H 0.80 -1.62 -0.59
H -0.35 -0.33 -0.89
H 0.64 -1.34 1.44
H 0.84 -0.92 -0.05
H -0.07 -0.05 0.11
H 0.69 0.17 0.02


ORCA calculation (ωB97M-V/def2-TZVPD) on an isolated ion of composition C5H8N and charge +1.

Values from the calculation:
Total charge: +1
Orbital gap (eV): 9.592
SMILES: C=C=[N+]=C(C)C
LUMO energy (eV): -5.33
HOMO level (eV): -14.92

CARTESIAN COORDINATES (ANGSTROEM)
N (0.5892, 0.3604, 0.3839)
C (3.0452, -0.0424, -0.1818)
C (-1.0773, -1.2246, -0.1269)
C (-0.6141, 0.1459, 0.0731)
C (1.7975, 0.1147, 0.2446)
C (-1.6601, 1.2905, 0.0923)
H (-0.9288, -1.9167, -0.9693)
H (-1.0946, 2.2602, 0.1267)
H (3.4957, -1.0317, -0.4329)
H (-2.1649, -1.1680, 0.0810)
H (-0.5950, -1.7733, 0.7688)
H (3.8282, 0.7297, -0.3078)
H (-2.3041, 1.0161, 0.9630)
H (-2.3170, 1.2392, -0.7146)

Force components x, y, z for each atom (eV/Å):
N 2.93 -0.25 -0.26
C -0.34 -0.26 0.35
C -0.90 -1.93 2.68
C -1.92 1.42 -1.14
C 0.83 0.28 -1.01
C 2.67 -0.61 1.93
H 0.44 1.06 -0.25
H -1.05 -0.82 0.35
H -0.99 0.52 0.44
H 0.52 -0.49 -0.27
H -0.91 0.43 -1.28
H -1.04 0.04 0.37
H 0.58 0.81 -0.20
H -0.81 -0.20 -1.71


ORCA calculation (ωB97M-V/def2-TZVPD) on an isolated ion of composition C5H8N and charge +1.

Values from the calculation:
Total charge: +1
Orbital gap (eV): 9.330
SMILES: CC#[N+]/C=C\C
LUMO energy (eV): -4.84
HOMO level (eV): -14.17

CARTESIAN COORDINATES (ANGSTROEM)
N (-0.3963, -0.6699, 0.3565)
C (1.5543, 0.9676, 0.8299)
C (2.0716, 1.5393, -0.5011)
C (0.5216, 0.0690, 1.2042)
C (-1.3901, -1.1639, -0.0443)
C (-2.5607, -1.5899, -0.7353)
H (2.2670, 0.9557, 1.5936)
H (-3.2979, -0.8389, -0.9823)
H (-3.0642, -2.2053, -0.0414)
H (1.0881, 1.7505, -0.9590)
H (0.2448, -0.0089, 2.2834)
H (2.5099, 2.4206, -0.2005)
H (2.5905, 0.9295, -1.2408)
H (-2.1386, -2.1555, -1.5630)

Force components x, y, z for each atom (eV/Å):
N -2.93 -0.04 -0.30
C -1.74 -4.47 -1.47
C -4.04 -2.02 0.47
C 1.63 1.76 -0.49
C 4.00 3.23 1.19
C 0.56 -0.54 -0.03
H 0.57 1.13 1.82
H 0.43 0.67 -0.34
H -0.70 -1.37 0.58
H 0.60 0.52 -0.50
H 0.48 -0.46 -1.15
H 1.41 1.96 -0.02
H 0.39 -0.18 0.67
H -0.65 -0.20 -0.41


ORCA calculation (ωB97M-V/def2-TZVPD) on a 2-piece molecular cluster, C5H8N overall.

Values from the calculation:
Total charge: +1
Orbital gap (spin up / spin down) (eV): 8.626 / 8.623
LUMO energy (spin up / spin down) (eV): -4.45 / -4.45
HOMO level (spin up / spin down) (eV): -13.08 / -13.08

CARTESIAN COORDINATES (ANGSTROEM)
N (-1.9976, -0.9777, -0.3969)
C (2.0634, 2.1860, -0.2198)
C (0.1564, -0.0199, 0.1751)
C (2.1252, 1.0663, 0.5880)
C (2.1479, 2.9028, -1.2296)
C (-0.6191, -1.0993, 0.2403)
H (-2.8102, -0.9186, 0.3760)
H (2.8452, 0.3036, 0.4123)
H (-1.9654, -0.3247, -1.1696)
H (1.7018, 1.2252, 1.5894)
H (-0.3902, -2.0557, 0.9069)
H (-2.1056, -1.9954, -0.6806)
H (2.0716, 3.8140, -1.7782)
H (-0.2787, 0.8704, -0.2612)

Force components x, y, z for each atom (eV/Å):
N -1.00 -3.88 3.27
C 0.55 1.31 -3.91
C 1.13 0.79 0.01
C -3.44 -1.24 1.52
C -0.56 -0.83 3.05
C 1.69 -0.02 2.10
H 2.07 0.76 -2.31
H 0.45 -0.41 0.03
H -0.55 0.19 -0.07
H 0.86 -0.31 -0.19
H -0.90 1.96 -1.98
H -0.37 1.64 -0.68
H 0.13 -0.09 -0.41
H -0.08 0.14 -0.43


ORCA calculation (ωB97M-V/def2-TZVPD) on one molecule with the formula C5H8N2.

Values from the calculation:
Total charge: 0
Orbital gap (eV): 9.515
LUMO energy (eV): 1.04
HOMO level (eV): -8.47

CARTESIAN COORDINATES (ANGSTROEM)
N (-0.3575, -0.2093, 0.7547)
N (-1.5050, 0.2607, -1.1869)
C (-0.5541, -0.7431, -0.5513)
C (0.7323, -0.0680, -0.2110)
C (2.0491, -0.6575, 0.2416)
C (-1.2727, 0.9312, 0.9057)
C (-1.9015, 1.2755, -0.4428)
H (-2.0845, 0.6473, 1.5913)
H (1.8885, -1.5370, 0.8704)
H (-0.7310, 1.7610, 1.3709)
H (0.8226, 0.8725, -0.7597)
H (-1.6866, 0.1261, -2.1709)
H (-0.6807, -1.8293, -0.6773)
H (2.7108, -0.9213, -0.5890)
H (2.5704, 0.0913, 0.8545)

Force components x, y, z for each atom (eV/Å):
N 0.07 0.08 0.36
N 0.70 -0.89 0.37
C -0.24 0.28 -0.09
C 0.19 0.24 0.07
C -0.04 -0.10 -0.07
C -0.07 0.18 0.04
C 0.44 -0.95 -0.25
H 0.10 0.13 -0.11
H -0.02 0.07 -0.15
H -0.20 0.03 -0.18
H -0.02 0.03 0.31
H -0.36 0.37 0.06
H -0.26 0.68 -0.24
H -0.14 0.02 0.03
H -0.13 -0.16 -0.13


ORCA calculation (ωB97M-V/def2-TZVPD) on a 2-piece molecular cluster, C5H8N2 overall.

Values from the calculation:
Total charge: 0
Orbital gap (eV): 10.305
SMILES: N[C@@H]1C=N1.C1=CC1
LUMO energy (eV): 1.17
HOMO level (eV): -9.13

CARTESIAN COORDINATES (ANGSTROEM)
N (-1.4556, -0.0173, -2.2479)
N (0.4684, 1.4245, -1.3023)
C (-1.0612, -0.5626, -1.1845)
C (-0.8289, 0.8517, -1.1564)
C (0.2140, 0.1309, 1.7132)
C (-0.1459, -1.0956, 1.9051)
C (1.1906, -0.9030, 1.2479)
H (-0.8729, -1.8155, 2.2518)
H (1.1240, 0.7627, -1.7073)
H (-0.9897, -1.5510, -0.7375)
H (-1.5205, 1.5096, -0.6298)
H (2.1106, -1.0756, 1.8132)
H (0.0224, 1.1914, 1.7673)
H (1.3076, -1.0915, 0.1727)
H (0.4372, 2.2412, -1.9058)

Force components x, y, z for each atom (eV/Å):
N 0.15 -0.25 0.32
N 0.02 -0.05 -0.27
C -0.14 0.07 -0.35
C -0.07 0.21 0.20
C -0.16 -0.19 0.12
C -0.04 0.24 0.06
C 0.29 -0.11 -0.13
H 0.13 0.16 -0.03
H -0.08 0.10 0.08
H -0.01 0.14 -0.11
H 0.09 -0.11 -0.12
H -0.17 0.02 -0.09
H 0.03 -0.20 0.02
H -0.05 0.04 0.20
H 0.02 -0.06 0.10


ORCA calculation (ωB97M-V/def2-TZVPD) on C5H8N2 as an isolated structure.

Values from the calculation:
Total charge: 0
Orbital gap (eV): 10.674
LUMO energy (eV): 0.79
HOMO level (eV): -9.89

CARTESIAN COORDINATES (ANGSTROEM)
N (0.4434, -0.1089, 0.5954)
N (0.6928, 3.1892, -0.9183)
C (0.5917, 2.0505, -0.7235)
C (-0.6623, -0.2773, -0.3260)
C (1.4404, -1.0702, 0.7927)
C (-2.0236, 0.1157, 0.2206)
C (0.5389, 0.6023, -0.6124)
H (-2.7261, 0.3325, -0.5882)
H (1.4929, -0.1527, -1.1976)
H (2.3057, -0.6730, 1.3401)
H (1.9418, -1.1189, -0.5641)
H (-2.4452, -0.7113, 0.8132)
H (-0.6617, -1.1619, -0.9690)
H (1.0303, -1.9858, 1.2630)
H (-1.9524, 0.9939, 0.8693)

Force components x, y, z for each atom (eV/Å):
N -0.36 0.51 0.57
N -0.22 -1.28 0.34
C 0.28 0.57 -0.40
C 0.23 -0.20 0.04
C 1.12 -0.50 -2.17
C 0.12 0.16 -0.22
C 1.37 -0.93 -1.07
H 0.07 0.00 0.05
H -2.50 2.70 0.37
H -0.31 -0.15 -0.14
H -0.70 -1.23 3.33
H 0.25 0.20 -0.20
H 0.08 -0.03 0.24
H 0.51 0.31 -0.60
H 0.06 -0.13 -0.15


How do the records compare in maximum force? In the order shown, they have 3.819; 4.888; 3.428; 5.278; 5.174; 1.191; 0.438; 3.700 eV/Å.
How do the records compare in energy above the lowest of the compared OMol25 structures with the same formula, charge and spin? In the order shown, they have 918.57; 436.55; 285.39; 298.20; 644.59; 306.15; 487.56; 391.63 kJ/mol.
How do the records compare in total energy? In the order shown, they have -249.47528; -249.65887; -249.71644; -249.71156; -249.57963; -304.71889; -304.64979; -304.68633 Eh.